No. 1
The following is a quantum chemistry calculation of a 3-piece molecular cluster, C24H52NO2 overall in a non-equilibrium geometry, from the Open Molecules 2025 dataset.

Structure (XYZ):
```
79
Properties=species:S:1:pos:R:3:forces:R:3:mulliken_charge:R:1
C 7.445 -0.778 0.283 -1.0 -0.4 -0.1 -0.77
C 6.902 -2.118 1.112 3.0 0.0 4.9 0.58
O 7.290 -2.287 2.387 -3.1 0.6 -8.4 -0.52
O 6.054 -3.048 0.343 -0.1 3.0 2.3 -0.33
C 4.652 -2.720 0.765 -0.8 -1.1 0.1 -0.36
C 3.617 -3.405 -0.354 1.4 -0.4 -0.3 -0.22
C 3.151 -4.929 0.070 -0.4 0.2 -1.3 -0.77
C 1.686 -5.012 0.803 0.3 -1.0 0.4 -0.42
C 1.532 -4.086 2.149 -1.0 -0.3 0.4 -0.37
C 0.100 -3.236 2.213 0.8 0.8 0.9 -1.10
C -0.138 -2.265 0.913 -2.2 -1.5 0.7 0.25
C -1.497 -1.323 0.838 -0.5 -0.9 -2.4 -0.62
C -1.013 0.006 -0.056 1.1 0.1 1.8 -0.16
C 0.550 -0.429 -0.461 -1.6 -0.3 -2.2 -0.54
N 0.943 -1.189 0.793 -0.6 1.3 0.8 -0.08
H 8.527 -0.468 0.605 -2.2 -0.9 -0.5 0.31
H 7.356 -0.939 -0.894 0.2 0.3 2.7 0.28
H 6.719 0.099 0.607 1.5 -1.8 -0.7 0.23
H 4.509 -1.550 0.844 0.3 -2.2 -0.1 0.25
H 4.523 -3.259 1.815 0.1 1.4 -2.1 0.25
H 4.274 -3.509 -1.345 -1.5 0.4 2.2 0.39
H 2.722 -2.706 -0.640 1.5 -1.3 0.7 -0.05
H 3.046 -5.531 -0.955 0.2 1.2 2.3 0.31
H 4.029 -5.440 0.652 -1.8 1.0 -0.8 0.34
H 0.810 -4.824 0.020 2.0 -0.2 1.6 0.23
H 1.551 -6.143 1.158 0.2 2.5 -0.9 0.35
H 2.402 -3.324 2.330 -1.5 -1.5 -0.5 0.14
H 1.498 -4.824 3.086 0.2 1.8 -2.0 0.39
H 0.215 -2.526 3.163 -0.4 -1.4 -1.9 0.28
H -0.799 -3.954 2.462 1.7 1.6 -1.0 0.33
H -0.282 -2.938 -0.055 1.3 1.6 1.9 0.27
H -2.157 -1.908 0.053 0.9 1.1 2.1 0.28
H -2.122 -1.136 1.809 1.6 -0.2 -1.8 0.30
H -1.700 0.314 -0.951 1.5 -0.8 1.8 0.34
H -0.950 0.883 0.737 -0.1 -1.4 -1.9 -0.06
H 0.456 -1.287 -1.286 0.5 2.2 1.5 0.31
H 1.268 0.433 -0.813 -1.4 -1.8 1.1 0.36
H 0.704 -0.479 1.546 0.5 -1.2 -0.6 0.42
H 1.939 -1.448 0.959 -0.8 -0.2 -0.7 0.16
C -1.743 2.937 -6.700 0.0 0.0 -0.2 -1.17
C -2.842 2.222 -5.929 0.0 0.1 0.1 -0.50
C -2.459 1.911 -4.480 -0.1 -0.1 0.1 -0.77
C -1.265 0.964 -4.308 0.1 0.1 -0.2 0.13
C -1.412 -0.403 -4.979 0.1 0.0 0.1 -0.47
C -2.563 -1.225 -4.422 -0.1 -0.1 -0.2 -1.00
H -0.842 2.322 -6.784 0.0 0.1 0.0 0.28
H -2.083 3.165 -7.715 0.1 0.0 0.1 0.38
H -1.475 3.879 -6.213 0.0 -0.1 0.0 0.29
H -3.126 1.307 -6.457 0.0 0.0 0.1 0.25
H -3.733 2.861 -5.922 0.1 -0.1 0.0 0.36
H -3.333 1.491 -3.969 0.1 0.0 0.0 0.34
H -2.232 2.851 -3.963 0.0 -0.1 -0.1 0.42
H -1.094 0.816 -3.234 0.0 0.0 0.0 -0.36
H -0.358 1.447 -4.690 -0.1 0.0 0.0 0.37
H -0.482 -0.965 -4.830 0.0 0.1 -0.1 0.36
H -1.531 -0.289 -6.062 0.0 0.0 0.1 0.30
H -2.442 -1.387 -3.346 -0.1 0.0 0.0 0.11
H -2.599 -2.204 -4.910 -0.1 0.1 0.1 0.39
H -3.528 -0.736 -4.590 0.1 -0.1 0.1 0.29
C -3.366 1.386 4.222 -0.3 0.0 0.0 -1.22
C -3.038 2.341 3.085 0.2 -0.1 0.0 -0.30
C -1.656 2.986 3.218 -0.1 0.2 -0.2 -0.32
C -1.462 3.868 4.457 0.0 -0.1 0.2 -0.86
C -2.453 5.026 4.596 0.1 0.0 0.1 -0.40
C -2.364 6.033 3.461 -0.1 0.1 -0.1 -1.16
H -3.399 1.901 5.186 0.0 -0.1 -0.1 0.36
H -4.347 0.928 4.057 0.1 0.0 0.1 0.37
H -2.625 0.583 4.284 0.0 0.0 0.1 0.23
H -3.815 3.107 3.012 0.1 0.0 0.0 0.31
H -3.070 1.782 2.142 0.0 0.1 0.0 0.22
H -1.456 3.575 2.316 0.0 0.0 0.1 0.36
H -0.895 2.195 3.234 0.0 -0.1 0.0 0.15
H -0.443 4.273 4.436 -0.1 0.0 0.0 0.38
H -1.518 3.248 5.359 0.0 0.0 -0.1 0.34
H -2.247 5.547 5.539 -0.1 -0.1 -0.1 0.36
H -3.479 4.648 4.674 0.1 0.0 0.0 0.24
H -1.356 6.456 3.393 -0.1 0.0 0.0 0.29
H -3.065 6.855 3.630 0.1 -0.1 -0.1 0.38
H -2.613 5.579 2.497 0.0 0.1 0.1 0.27
```
Positions in Å, forces in eV/Å.

- net charge = +1
- LUMO (eV) = -2.995
- frontier orbital gap (eV) = 9.6
- maximum force (eV/Å) = 9.00
- E_HOMO (eV) = -12.62

No. 2
The following is a quantum chemistry calculation of a single C3H4N2O molecule, from the Open Molecules 2025 dataset.

Structure (XYZ):
```
10
Properties=species:S:1:pos:R:3:forces:R:3:mulliken_charge:R:1
O 2.252 -0.072 -0.438 0.0 0.1 0.0 -0.50
C 0.916 -0.176 -0.240 -0.2 -0.1 -0.1 0.58
C -0.001 0.897 -0.272 -0.1 0.0 0.0 -0.29
C -1.224 0.283 -0.165 0.0 -0.1 0.1 -0.59
N -0.977 -1.036 -0.027 -0.3 0.0 0.0 0.29
N 0.336 -1.347 -0.077 0.1 0.3 -0.1 -0.77
H 2.343 0.705 -1.004 0.4 -0.1 0.1 0.32
H 0.231 1.952 -0.309 -0.1 -0.1 -0.2 0.35
H -2.226 0.682 -0.212 0.1 -0.1 0.2 0.41
H -1.645 -1.780 0.079 0.1 0.1 0.0 0.21
```
Positions in Å, forces in eV/Å.

- net charge = 0
- structure (SMILES) = Oc1cc[nH]n1
- LUMO (eV) = 0.922
- frontier orbital gap (eV) = 10.0
- ΔE to the lowest compared entry with this formula, charge and spin (kcal/mol) = 25.9
- maximum force (eV/Å) = 0.44
- E_HOMO (eV) = -9.03

No. 3
The following is a quantum chemistry calculation of a single C23H24N2O4 molecule, from the Open Molecules 2025 dataset.

Structure (XYZ):
```
53
Properties=species:S:1:pos:R:3:forces:R:3:mulliken_charge:R:1
C 1.169 2.937 -2.369 0.2 0.4 -0.1 -0.71
O 0.855 1.563 -2.356 -0.1 -0.3 0.2 -0.46
C -0.288 1.112 -1.756 -0.1 -0.1 -0.1 0.35
C -0.689 -0.154 -2.165 0.0 0.3 0.0 -0.42
C -1.791 -0.781 -1.620 -0.1 0.1 0.1 -0.49
C -2.553 -0.135 -0.662 -0.1 0.0 -0.1 -0.09
C -3.742 -0.808 -0.035 0.1 0.0 0.2 -1.34
C -3.533 -1.030 1.474 -0.2 -0.2 -0.2 -1.00
N -2.222 -1.566 1.754 -0.1 0.5 0.2 -0.01
C -1.943 -2.871 1.680 0.7 0.1 0.3 0.81
O -2.752 -3.759 1.509 -0.3 -0.4 -0.2 -0.69
C -0.433 -3.157 1.842 -0.6 -0.2 0.5 -1.15
N 0.252 -2.902 0.601 0.2 0.1 -0.1 0.26
C 0.306 -3.790 -0.408 0.0 -0.1 -0.3 -0.44
C 1.071 -3.272 -1.432 -0.1 -0.1 0.0 -1.39
C 1.515 -2.021 -1.013 -0.1 0.1 0.5 -0.35
C 0.996 -1.795 0.261 0.3 -0.1 -0.5 0.18
C 1.094 -0.590 1.050 -0.3 0.1 0.2 0.84
O 0.262 -0.269 1.903 0.3 0.0 -0.1 -0.90
C 2.252 0.293 0.774 0.3 0.3 0.1 0.36
C 2.097 1.664 0.965 -0.1 -0.1 0.0 -0.45
C 3.151 2.527 0.735 0.0 0.1 0.0 -0.70
C 4.378 2.028 0.332 0.1 0.0 0.0 -0.47
C 4.551 0.662 0.177 0.1 0.0 0.0 -0.78
C 3.498 -0.205 0.399 -0.1 0.0 0.0 -0.28
C -2.172 1.140 -0.261 0.0 0.0 0.0 -0.29
C -1.050 1.773 -0.775 0.1 0.1 0.0 1.14
O -0.641 3.019 -0.362 0.1 -0.4 -0.3 -0.43
C -1.370 3.668 0.648 -0.1 0.1 0.2 -1.06
H 0.323 3.539 -2.709 0.0 0.0 0.0 0.31
H 1.991 3.035 -3.078 -0.1 0.0 0.0 0.30
H 1.492 3.288 -1.387 0.0 0.0 -0.1 0.11
H -0.098 -0.640 -2.924 0.1 0.0 -0.1 0.47
H -2.057 -1.775 -1.948 0.0 -0.1 0.0 0.34
H -3.894 -1.777 -0.510 -0.1 0.0 0.0 0.38
H -4.644 -0.209 -0.178 -0.1 -0.1 0.0 0.45
H -3.633 -0.090 2.021 0.0 -0.1 0.0 0.43
H -4.276 -1.741 1.842 0.0 0.2 0.0 0.45
H -1.439 -0.915 1.814 0.0 -0.2 0.0 0.36
H -0.020 -2.524 2.629 0.0 -0.1 -0.1 0.45
H -0.312 -4.210 2.107 0.0 0.2 0.0 0.46
H -0.198 -4.734 -0.337 -0.1 -0.2 0.1 0.49
H 1.280 -3.749 -2.369 0.0 -0.1 -0.2 0.49
H 2.103 -1.325 -1.578 0.1 0.2 -0.1 0.73
H 1.137 2.037 1.285 -0.1 0.0 0.0 0.52
H 3.019 3.591 0.875 0.0 0.1 0.0 0.44
H 5.203 2.701 0.149 0.1 0.0 0.0 0.42
H 5.515 0.270 -0.114 0.1 0.0 0.0 0.41
H 3.646 -1.270 0.306 0.0 0.0 0.0 0.50
H -2.771 1.641 0.483 0.0 0.1 0.1 0.45
H -0.848 4.608 0.824 -0.1 0.0 0.0 0.29
H -2.397 3.883 0.334 0.0 0.0 0.0 0.34
H -1.386 3.085 1.575 0.0 0.0 0.0 0.39
```
Positions in Å, forces in eV/Å.

- net charge = 0
- structure (SMILES) = COc1ccc(CCNC(=O)Cn2cccc2C(=O)c2ccccc2)cc1OC
- LUMO (eV) = 0.015
- frontier orbital gap (eV) = 8.0
- ΔE to the lowest compared entry with this formula, charge and spin (kcal/mol) = 45.6
- maximum force (eV/Å) = 0.79
- E_HOMO (eV) = -7.99

No. 4
The following is a quantum chemistry calculation of C4H4AgO as an isolated structure in a non-equilibrium geometry, from the Open Molecules 2025 dataset.

Structure (XYZ):
```
10
Properties=species:S:1:pos:R:3:forces:R:3:mulliken_charge:R:1
O 0.255 -0.972 -1.693 2.4 -1.7 3.7 -0.62
C 0.456 -0.982 -0.411 -1.2 -1.3 -1.3 0.08
C 0.739 0.119 0.343 0.0 1.4 0.5 -0.34
C 0.297 0.231 1.692 -0.7 0.2 0.0 -0.24
C -0.367 0.453 2.693 1.2 -0.2 -0.3 -0.12
H 0.233 -1.922 0.122 -0.1 0.3 -0.3 0.33
H 1.037 1.037 -0.172 -0.1 -0.2 0.2 0.30
H -1.452 1.421 -3.071 0.4 -0.9 -0.4 -0.04
Ag -0.488 -0.051 -3.193 -1.8 2.6 -1.7 0.26
H -0.710 0.668 3.689 -0.1 -0.1 -0.4 0.40
```
Positions in Å, forces in eV/Å.

- net charge = 0
- LUMO (alpha / beta) (eV) = 0.271 / -2.859
- multiplicity = 2
- frontier orbital gap (alpha / beta) (eV) = 8.9 / 4.9
- ΔE to the lowest compared entry with this formula, charge and spin (kcal/mol) = 4.0
- maximum force (eV/Å) = 4.69
- E_HOMO (alpha / beta) (eV) = -8.59 / -7.76